(1)
Density functional theory data (ωB97M-V/def2-TZVPD) for a structure of composition C49H56Cl3FN5OSi2Tl in a non-equilibrium geometry.

Last column: Mulliken charge in e.
CARTESIAN COORDINATES (ANGSTROEM)
Tl: -0.0694 1.9136 0.1748  1.574
C: 1.7773 -2.0039 1.9097  -1.184
C: 2.7772 -3.0166 1.3688  0.749
C: 3.9174 -3.1901 2.3842  -1.750
C: 3.3606 -2.7386 -0.0144  0.395
C: 3.8328 -3.8746 -0.6717  -0.854
C: 4.5013 -3.8053 -1.8766  -1.447
C: 4.6727 -2.5645 -2.4679  -0.205
C: 4.1787 -1.4074 -1.8850  0.661
C: 4.3687 -0.0940 -2.6135  1.081
C: 5.7578 0.5051 -2.3682  -1.627
C: 4.1335 -0.2427 -4.1184  -1.656
C: 3.5311 -1.4605 -0.6103  0.152
N: 3.0771 -0.2949 -0.0007  0.326
C: 3.9407 0.3839 0.7479  1.330
C: 5.2872 -0.0353 0.9994  -1.276
C: 6.1561 0.6649 1.8139  -0.694
C: 5.7687 1.8338 2.4545  -0.783
C: 4.4649 2.2843 2.2487  -0.656
C: 3.6074 1.5891 1.4375  -0.713
F: 2.3422 2.1087 1.3361  0.149
H: 1.2241 -2.4437 2.7475  0.630
H: 1.0720 -1.7028 1.1423  -0.246
H: 2.2850 -1.1092 2.2651  0.046
H: 2.2593 -3.9799 1.2870  0.679
H: 4.4351 -2.2386 2.5182  0.316
H: 4.6373 -3.9392 2.0475  0.418
H: 3.5166 -3.5036 3.3539  0.419
H: 3.6835 -4.8432 -0.2006  0.412
H: 4.8795 -4.7037 -2.3516  0.314
H: 5.2023 -2.5002 -3.4123  0.206
H: 3.6317 0.6082 -2.2174  0.118
H: 6.5384 -0.1737 -2.7278  0.268
H: 5.9194 0.6996 -1.3083  0.340
H: 5.8452 1.4533 -2.9059  0.467
H: 4.8986 -0.8694 -4.5877  0.356
H: 4.1667 0.7353 -4.5881  0.455
H: 3.1569 -0.6817 -4.3137  0.269
H: 5.6257 -0.9435 0.5137  0.583
H: 7.1644 0.2871 1.9551  0.364
H: 6.4543 2.3786 3.0903  0.354
H: 4.1039 3.1905 2.7212  0.477
C: -2.5013 1.7027 -0.2095  -1.331
Si: -3.4531 0.3919 -1.0579  -0.829
C: -2.4150 -0.3911 -2.4636  -1.101
N: -1.0520 -0.7200 -2.0510  0.893
C: -0.8969 -2.0670 -1.5356  0.322
C: -1.1120 -3.1607 -2.6071  -0.997
C: -0.7699 -2.6185 -4.0013  -1.100
C: 0.3823 -1.6187 -3.9143  -0.444
C: 0.0227 -0.4214 -3.0001  -0.487
C: -4.1736 -0.8431 0.1932  0.765
C: -4.4534 -2.1756 -0.1136  -0.171
C: -4.9820 -3.0434 0.8337  -0.676
C: -5.2417 -2.5934 2.1206  -0.554
C: -4.9826 -1.2680 2.4460  -0.560
C: -4.4619 -0.4078 1.4907  -0.310
C: -4.9723 1.0639 -1.9994  0.643
C: -6.2860 0.6748 -1.7324  -0.193
C: -7.3606 1.2436 -2.4043  -0.710
C: -7.1430 2.2252 -3.3604  -0.413
C: -5.8438 2.6226 -3.6484  -0.803
C: -4.7767 2.0486 -2.9740  -0.406
H: -2.7135 1.8816 0.8441  0.569
H: -2.5082 2.6500 -0.7532  0.269
H: -2.3680 0.3920 -3.2263  0.697
H: -2.9309 -1.2455 -2.9314  0.180
H: -1.5889 -2.2272 -0.7029  -0.033
H: 0.1242 -2.1403 -1.1485  -0.217
H: -2.1456 -3.5196 -2.5866  0.265
H: -0.4642 -4.0107 -2.3739  0.482
H: -1.6419 -2.1259 -4.4401  0.289
H: -0.4952 -3.4446 -4.6625  0.557
H: 0.6396 -1.2645 -4.9141  0.511
H: 1.2570 -2.1351 -3.5120  0.164
H: -0.2650 0.4522 -3.5877  0.551
H: 0.9119 -0.1438 -2.4203  -0.244
H: -4.2485 -2.5463 -1.1145  0.347
H: -5.1842 -4.0763 0.5740  0.377
H: -5.6353 -3.2721 2.8677  0.334
H: -5.1740 -0.9099 3.4506  0.388
H: -4.2625 0.6244 1.7567  0.381
H: -6.4710 -0.0875 -0.9820  0.287
H: -8.3715 0.9195 -2.1818  0.387
H: -7.9819 2.6816 -3.8732  0.350
H: -5.6645 3.3819 -4.4010  0.401
H: -3.7671 2.3805 -3.2007  0.304
N: -0.0977 -2.3828 6.4993  -0.330
C: -0.8693 -2.5415 5.3811  0.268
O: -1.6717 -3.4543 5.3165  -0.666
C: -0.6469 -1.5786 4.2686  0.682
C: 0.2528 -0.5150 4.3132  -0.922
C: 0.3755 0.3158 3.2142  -1.229
N: -0.3277 0.1396 2.1014  1.038
C: -1.1924 -0.8669 2.0522  0.077
C: -1.3877 -1.7440 3.1018  -0.439
H: -0.3341 -2.9624 7.2846  0.252
H: 0.4180 -1.5408 6.6730  0.164
H: 0.8682 -0.3201 5.1817  0.186
H: 1.0478 1.1669 3.2154  0.507
H: -1.7494 -0.9613 1.1300  -0.500
H: -2.0980 -2.5567 3.0361  0.623
Cl: 1.2547 5.5894 -0.7807  -0.325
Si: 1.0179 3.8351 -1.9190  0.463
Cl: -0.8290 4.2404 -2.9478  -0.363
Cl: 2.3552 4.3923 -3.5031  -0.425
N: -0.3070 3.2078 1.9711  -0.719
C: -0.9983 4.3314 1.9448  0.460
C: -1.1537 5.0563 3.1812  -0.842
C: -1.8867 6.2209 3.2564  -0.299
C: -2.5088 6.7727 2.1374  -0.509
C: -2.3768 6.0998 0.9220  -1.045
C: -1.6658 4.9256 0.8211  0.644
H: -0.6701 4.6455 4.0603  0.323
H: -1.9754 6.7214 4.2175  0.306
H: -3.0739 7.6952 2.2072  0.355
H: -2.8442 6.5075 0.0304  0.342
H: -1.5873 4.4269 -0.1368  -0.030

Properties
- energy relative to the best compared isomer or geometry (same formula, charge and spin) (kJ/mol) = 189.4
- highest occupied orbital energy (spin up / spin down) (eV) = -1.08 / -1.08
- net charge = -2
- E (a.u.) = -4481.837829

***

(2)
Density functional theory data (ωB97M-V/def2-TZVPD) for a structure of composition C49H57BrF4GdN9O2PS in a non-equilibrium geometry.

Last column: Löwdin spin population.
CARTESIAN COORDINATES (ANGSTROEM)
Gd: -0.1393 -0.5907 -0.4679  6.801
F: -4.1224 -7.3229 -1.6729  0.000
C: -3.8760 -6.0877 -1.3237  0.000
C: -4.8848 -5.2289 -1.0207  0.001
F: -6.1112 -5.6736 -1.0992  0.000
C: -4.6371 -3.9009 -0.7276  0.003
F: -5.6633 -3.1011 -0.4731  0.000
C: -3.3561 -3.3713 -0.7350  0.014
P: -3.1531 -1.6358 -0.2129  0.088
C: -3.9190 -1.7147 1.4334  0.013
C: -4.8949 -0.8614 1.9617  0.007
C: -5.1854 -0.8723 3.3077  0.001
C: -4.5363 -1.7562 4.1853  0.012
C: -3.6559 -2.6978 3.6464  -0.001
C: -3.3172 -2.6347 2.2894  0.008
C: -4.2165 -0.5679 -1.2452  0.011
C: -4.1451 0.8253 -1.0526  0.006
C: -4.8416 1.6792 -1.9196  0.000
C: -5.4175 1.1972 -3.0573  0.008
C: -5.4767 -0.1871 -3.2543  0.001
C: -4.9189 -1.0580 -2.3621  0.006
C: -2.2871 -4.2484 -0.9958  0.000
Br: -0.4188 -3.8906 -0.6723  -0.010
C: -2.5879 -5.5521 -1.3245  0.000
F: -1.5748 -6.3920 -1.5852  0.000
H: -5.3924 -0.1254 1.3511  0.000
H: -5.8763 -0.1816 3.7260  0.000
H: -4.7586 -1.7587 5.2412  0.001
H: -3.2264 -3.4606 4.2558  0.000
H: -2.6029 -3.3196 1.8651  0.000
H: -3.6254 1.2489 -0.1826  0.000
H: -4.8433 2.7363 -1.7177  0.000
H: -5.8583 1.8825 -3.7942  0.000
H: -5.9902 -0.5248 -4.1352  0.000
H: -5.0200 -2.0989 -2.5281  0.000
C: 3.3993 5.7757 -0.4803  0.000
C: 4.1864 4.7099 0.3072  0.000
C: 5.5220 4.4312 -0.3358  0.000
C: 4.4127 5.1521 1.7568  0.000
C: 3.3111 3.4521 0.2887  0.000
C: 3.7096 2.2611 -0.3258  0.001
C: 2.8118 1.1795 -0.3434  0.001
N: 1.5886 1.2331 0.1631  0.000
C: 1.2078 2.3439 0.7643  0.001
C: 2.0544 3.4377 0.9170  0.000
C: -0.1566 2.3518 1.3628  0.002
C: -0.6745 3.3896 2.1554  0.001
C: -1.8908 3.2313 2.8172  0.000
C: -2.5594 2.0026 2.6277  0.001
C: -1.9975 1.0327 1.8731  0.001
N: -0.8261 1.1921 1.2282  0.007
C: -2.4415 4.2909 3.7928  0.000
C: -1.6387 5.6145 3.8097  0.000
C: -2.4826 3.7080 5.2086  0.000
C: -3.9115 4.6344 3.4450  0.000
H: 3.9385 6.7155 -0.4780  0.000
H: 2.3808 5.8690 -0.0440  0.000
H: 3.2252 5.4524 -1.5035  0.000
H: 6.1685 5.3246 -0.3854  0.000
H: 5.4530 4.1361 -1.3782  0.000
H: 6.1679 3.7510 0.2345  0.000
H: 5.0892 5.9772 1.7541  0.000
H: 4.8594 4.3333 2.3219  0.000
H: 3.4525 5.4637 2.1965  0.000
H: 4.6286 2.1415 -0.8957  0.000
H: 3.1773 0.2235 -0.7283  0.001
H: 1.7333 4.3504 1.3672  0.000
H: -0.0560 4.2532 2.2765  0.000
H: -3.4801 1.7837 3.1759  0.000
H: -2.4626 0.0275 1.8064  0.001
H: -0.5670 5.4346 3.9558  0.000
H: -2.0522 6.2281 4.5626  0.000
H: -1.7871 6.1288 2.8370  0.000
H: -1.5007 3.6065 5.6383  0.000
H: -3.0595 2.7693 5.3738  0.000
H: -3.0323 4.4715 5.7677  0.000
H: -3.9962 4.9299 2.3907  0.000
H: -4.2550 5.4265 4.0828  0.000
H: -4.5596 3.7438 3.6159  0.000
O: 1.2207 -0.6452 4.3035  0.000
H: 1.3364 -1.5102 4.7337  0.000
H: 1.6935 0.0149 4.8120  0.000
O: -0.3211 -1.5745 1.7890  -0.009
H: -0.0967 -2.4871 1.9321  0.000
H: 0.1725 -1.0961 2.5020  0.000
C: -2.6876 -1.7750 -4.8563  0.000
C: -2.0033 -1.5308 -3.6002  0.001
N: -1.4310 -1.4018 -2.6134  -0.012
H: -2.0628 -1.6088 -5.7417  0.000
H: -3.5479 -1.0869 -4.9072  0.000
H: -3.1087 -2.7824 -4.9213  0.000
N: 2.5676 1.3159 -5.3316  0.000
C: 2.2553 0.2207 -4.5881  0.000
C: 1.7910 0.3202 -3.2906  0.000
N: 1.4085 -0.7323 -2.6081  -0.003
C: 1.5297 -1.9351 -3.1563  0.001
C: 1.9746 -2.0450 -4.4771  0.001
N: 2.3332 -0.9829 -5.2037  0.001
H: 2.9210 2.1302 -4.8505  0.000
H: 2.9351 1.0989 -6.2406  0.000
H: 1.7980 1.2618 -2.7890  0.000
H: 1.2760 -2.8381 -2.6236  0.000
H: 2.0971 -3.0291 -4.9235  0.000
N: -0.8989 1.2917 -1.8495  0.009
H: -0.3522 2.1152 -1.6286  0.000
H: -1.8539 1.5084 -1.5519  0.000
H: -0.9150 1.1160 -2.8480  0.000
N: 4.8954 -2.4196 0.7391  0.002
C: 3.8285 -2.9458 0.1727  0.002
S: 2.3357 -2.1542 0.4837  0.016
N: 3.9379 -4.0361 -0.5782  0.001
C: 5.2059 -4.6874 -0.8070  0.000
C: 5.6853 -5.6361 0.0780  0.000
C: 6.9188 -6.2543 -0.1518  0.000
C: 7.6582 -5.9005 -1.2845  0.000
C: 7.1173 -5.0032 -2.2134  0.000
C: 5.9038 -4.3777 -1.9808  0.000
H: 4.8097 -1.6384 1.3404  0.000
H: 5.7395 -2.9521 0.7808  0.000
H: 3.1172 -4.4874 -0.9690  0.000
H: 5.1112 -5.7755 0.9720  0.000
H: 7.2955 -6.9646 0.6072  0.000
H: 8.6619 -6.3778 -1.4438  0.000
H: 7.6578 -4.7758 -3.1509  0.000
H: 5.5297 -3.6656 -2.7461  0.000

Properties
- highest occupied orbital energy (spin up / spin down) (eV) = -15.31 / -15.26
- net charge = +3
- multiplicity = 8
- E (a.u.) = -7022.703812